A gas-phase ion, C4H9N2 (charge +1) at a distorted geometry. Source: the Open Molecules 2025 dataset; level of theory: the ωB97M-V functional and the def2-TZVPD basis.

The SMILES is C=NCC[NH+]=C. Its HOMO-LUMO gap is 9.21 eV. The highest occupied orbital energy comes out at -0.5225 hartree. For the relative energy (zero: lowest compared OMol25 entry of this formula, charge and spin), the calculation gives 317.4 kJ/mol. The value obtained for the total energy is -7264.8526 eV.

The geometry in ORCA input format:
```
! wB97M-V def2-TZVPD RIJCOSX def2/J DEFGRID3
* xyz 1 1
N -1.447 -0.525 0.001
N 1.437 -0.600 -0.024
C 0.778 0.684 -0.424
C -0.601 0.595 0.357
C 2.700 -0.464 0.074
C -2.685 -0.534 -0.130
H -1.010 1.607 0.169
H -0.998 -1.373 -0.130
H 3.408 0.260 -0.209
H 1.129 1.633 0.055
H -0.147 0.529 1.417
H 0.548 0.652 -1.573
H -3.131 -1.531 -0.180
H 3.120 -1.387 0.531
H -3.102 0.453 0.067
*
```

***

C3H10N4O in the gas phase at a distorted geometry. Source: the Open Molecules 2025 dataset; level of theory: the ωB97M-V functional and the def2-TZVPD basis.

The SMILES is CO/C(C)=N\N(N)N. Its HOMO-LUMO gap is 9.27 eV. The highest occupied orbital energy comes out at -0.3080 hartree. For the relative energy (zero: lowest compared OMol25 entry of this formula, charge and spin), the calculation gives 450.0 kJ/mol. The value obtained for the total energy is -11277.5366 eV.

The geometry in ORCA input format:
```
! wB97M-V def2-TZVPD RIJCOSX def2/J DEFGRID3
* xyz 0 1
O -0.575 1.703 -0.135
N 2.005 -0.962 0.627
N 0.910 -2.442 -0.670
N 1.017 -1.090 -0.335
N -0.390 -0.689 -0.021
C -2.504 0.380 -0.035
C -0.998 0.408 -0.066
C 0.800 2.012 -0.056
H 2.380 -0.025 0.657
H 1.376 1.478 -0.816
H 0.873 3.084 -0.238
H 0.587 -3.009 0.116
H -2.850 -0.598 0.281
H -2.871 0.584 -1.038
H 0.203 -2.496 -1.402
H 1.734 -1.288 1.555
H 1.185 1.798 0.947
H -2.884 1.151 0.629
*
```

***

A molecular structure, C19H29IrN7O5S3Sb. Source: the Open Molecules 2025 dataset; level of theory: the ωB97M-V functional and the def2-TZVPD basis.

Its HOMO-LUMO gap is 6.37 eV. The highest occupied orbital energy comes out at -0.2929 hartree. For the relative energy (zero: lowest compared OMol25 entry of this formula, charge and spin), the calculation gives 51.3 kJ/mol. The value obtained for the total energy is -82723.6895 eV.

The geometry in ORCA input format:
```
! wB97M-V def2-TZVPD RIJCOSX def2/J DEFGRID3
* xyz 0 1
Ir -0.478 -0.012 0.253
Sb 1.569 0.097 -4.411
S -0.003 -0.003 -2.051
S 3.459 -0.827 -3.750
S 1.023 1.738 -2.642
O -1.519 0.866 4.033
O -4.860 4.438 -2.775
O -1.288 6.445 2.373
O -2.326 5.654 0.516
O -0.965 -0.314 2.220
N 2.361 -1.292 0.064
N -3.489 -2.758 1.159
N 0.216 1.746 1.123
N -2.184 1.098 -0.148
N -2.874 2.733 -1.833
N 1.260 -0.918 0.900
N -1.554 -1.779 -0.003
C -2.465 -2.242 0.541
C 0.657 2.783 0.385
C 2.642 -2.742 0.078
C -0.797 4.306 1.525
C 2.942 -3.189 1.511
C -4.157 4.779 -1.581
C -4.059 -2.030 2.299
C -1.092 0.795 2.907
C 3.891 -2.926 -0.774
C -5.012 3.043 -2.913
C -1.142 3.262 2.383
C -0.637 2.009 2.143
C -4.181 -3.929 0.632
C -2.480 1.860 -0.979
C 1.476 -3.547 -0.505
C -2.764 4.192 -1.582
C -3.658 2.360 -3.015
C -1.538 5.631 1.492
C 0.184 4.056 0.560
H -3.748 1.276 -3.071
H 1.582 -0.241 1.589
H -4.278 -2.744 3.092
H -4.337 -4.641 1.442
H -4.095 5.863 -1.547
H -5.147 -3.647 0.210
H 1.341 -3.308 -1.561
H 2.044 -3.295 2.125
H 0.537 -3.329 0.012
H 1.391 2.542 -0.370
H 0.922 -1.720 1.429
H -4.705 4.434 -0.697
H 3.721 -2.584 -1.797
H 3.615 -2.482 1.997
H -3.576 -4.397 -0.140
H 1.664 -4.618 -0.412
H 4.167 -3.980 -0.805
H 3.426 -4.166 1.491
H -5.587 2.868 -3.822
H -4.973 -1.515 2.002
H -3.330 -1.311 2.669
H -5.567 2.634 -2.056
H -1.839 3.396 3.199
H 4.720 -2.354 -0.356
H 0.529 4.855 -0.082
H 2.171 -0.965 -0.881
H -2.160 4.616 -2.387
H -3.124 2.721 -3.897
H -2.284 4.375 -0.616
*
```

***

C3H4IO5P in the gas phase at a distorted geometry. Source: the Open Molecules 2025 dataset; level of theory: the ωB97M-V functional and the def2-TZVPD basis.

The SMILES is O=C1O[C@H](I)[C@@H](P(O)O)O1. Its HOMO-LUMO gap is 8.49 eV. The highest occupied orbital energy comes out at -0.3205 hartree. For the relative energy (zero: lowest compared OMol25 entry of this formula, charge and spin), the calculation gives 0.0 kJ/mol. The value obtained for the total energy is -30801.5107 eV.

The geometry in ORCA input format:
```
! wB97M-V def2-TZVPD RIJCOSX def2/J DEFGRID3
* xyz 0 1
I 2.347 1.411 1.447
P -1.708 -0.059 0.650
O 1.614 0.831 -1.259
O 0.501 -1.011 -0.939
O 2.767 -1.153 -1.181
O -2.317 -1.475 1.244
O -2.607 0.473 -0.650
C 0.827 1.133 -0.107
C 1.798 -0.563 -1.135
C 0.099 -0.244 0.206
H -2.399 1.419 -0.701
H 0.139 1.978 -0.222
H 0.558 -0.649 1.128
H -1.619 -2.090 1.519
*
```

***

C6H12O in the gas phase. Source: the Open Molecules 2025 dataset; level of theory: the ωB97M-V functional and the def2-TZVPD basis.

The SMILES is CCC(C=O)CC. Its HOMO-LUMO gap is 10.77 eV. The highest occupied orbital energy comes out at -0.3561 hartree. For the relative energy (zero: lowest compared OMol25 entry of this formula, charge and spin), the calculation gives 48.1 kJ/mol. The value obtained for the total energy is -8463.8550 eV.

The geometry in ORCA input format:
```
! wB97M-V def2-TZVPD RIJCOSX def2/J DEFGRID3
* xyz 0 1
O -0.138 2.509 0.430
C -2.487 -0.691 0.318
C 2.526 0.397 0.306
C -0.025 0.110 0.180
C -0.328 1.528 -0.248
C -1.091 -0.881 -0.295
C 1.352 -0.284 -0.388
H 2.452 1.487 0.246
H -2.464 -0.046 1.204
H 2.559 0.121 1.367
H 1.369 -0.066 -1.466
H -0.722 -1.883 -0.048
H -0.712 1.631 -1.291
H -3.200 -0.255 -0.389
H 0.023 0.113 1.277
H 3.473 0.089 -0.151
H -1.149 -0.849 -1.392
H 1.452 -1.373 -0.299
H -2.890 -1.656 0.637
*
```

***

C6H12O in the gas phase at a distorted geometry. Source: the Open Molecules 2025 dataset; level of theory: the ωB97M-V functional and the def2-TZVPD basis.

The SMILES is CC1(O)CCCC1. Its HOMO-LUMO gap is 10.36 eV. The highest occupied orbital energy comes out at -0.3475 hartree. For the relative energy (zero: lowest compared OMol25 entry of this formula, charge and spin), the calculation gives 163.8 kJ/mol. The value obtained for the total energy is -8462.6562 eV.

The geometry in ORCA input format:
```
! wB97M-V def2-TZVPD RIJCOSX def2/J DEFGRID3
* xyz 0 1
O 0.596 1.579 0.567
C -1.117 -0.451 -0.310
C 0.151 1.205 -1.724
C 1.208 -0.614 0.110
C -1.065 -0.651 1.175
C 0.329 0.519 -0.394
C 0.414 -1.071 1.381
H 0.513 -2.155 1.496
H 1.199 -1.389 -0.658
H -2.017 0.000 -0.750
H -1.080 -1.461 -0.799
H 0.084 0.467 -2.517
H 0.869 2.387 0.097
H 0.840 2.018 -1.990
H -1.768 -1.351 1.636
H -1.248 0.348 1.574
H -0.838 1.661 -1.597
H 2.242 -0.365 0.375
H 0.794 -0.592 2.286
*
```

***

A molecular structure, C28H36AsBrN3O2ReS4. Source: the Open Molecules 2025 dataset; level of theory: the ωB97M-V functional and the def2-TZVPD basis.

Its HOMO-LUMO gap is 6.39 eV. The highest occupied orbital energy comes out at -0.5087 hartree. For the relative energy (zero: lowest compared OMol25 entry of this formula, charge and spin), the calculation gives 12.9 kJ/mol. The value obtained for the total energy is -214523.5134 eV.

The geometry in ORCA input format:
```
! wB97M-V def2-TZVPD RIJCOSX def2/J DEFGRID3
* xyz 2 1
Re 0.170 0.810 1.374
Br 2.902 0.546 1.469
As -0.612 -3.472 0.071
S 0.395 -0.371 -0.550
S -2.126 -4.758 -0.162
S -1.206 -1.573 -0.972
S 1.204 -3.478 0.950
O 0.137 -0.451 2.632
O 0.789 2.393 0.662
N -2.255 2.403 3.577
N -1.665 1.490 1.338
N -2.484 0.915 5.363
C 4.527 3.962 -0.234
C 0.834 5.039 -0.631
C -2.666 1.971 6.171
C -3.668 1.922 0.051
C -0.503 -2.168 4.181
C 6.250 5.505 0.640
C 5.875 5.374 -1.834
C -0.247 4.196 -1.330
C 1.991 2.967 0.367
C -3.087 4.807 2.408
C 0.274 5.641 0.667
C 1.193 6.193 -1.574
C 3.359 4.657 -0.547
C -1.907 2.684 2.118
C -2.709 3.270 5.707
C 3.148 2.258 0.677
C -3.765 3.250 0.591
C -2.519 3.495 4.347
C 4.410 2.724 0.393
C -2.295 1.164 4.098
C 6.975 3.487 -0.647
C 2.069 4.206 -0.280
C 1.158 -0.353 4.823
C -2.967 3.609 1.612
C -2.724 4.775 3.708
C -2.670 1.114 0.438
C 0.639 -1.279 3.751
C 5.898 4.571 -0.527
H -0.975 3.255 2.208
H 6.711 2.734 -1.392
H 6.889 5.693 -2.076
H -2.800 1.753 7.224
H 1.437 -1.859 3.286
H 1.849 6.925 -1.102
H -0.142 -2.858 4.944
H -1.017 4.863 -1.723
H 1.618 -0.954 5.609
H 1.667 5.836 -2.490
H -2.559 0.117 0.043
H 0.280 6.716 -1.855
H 7.914 3.944 -0.957
H -4.391 1.570 -0.668
H 6.301 4.958 1.583
H 5.513 6.303 0.745
H 3.465 5.607 -1.045
H 0.025 4.866 1.396
H 7.169 2.989 0.305
H 1.921 0.322 4.435
H 5.505 4.775 -2.668
H -2.154 0.349 3.399
H -2.818 5.636 4.354
H 5.279 2.132 0.636
H -1.316 -1.586 4.616
H 5.271 6.279 -1.759
H -4.516 3.936 0.218
H -0.736 3.490 -0.661
H -0.631 6.213 0.453
H 0.348 0.218 5.276
H 7.224 5.966 0.464
H 0.167 3.638 -2.172
H -2.915 4.098 6.370
H -3.528 5.698 1.978
H 0.998 6.311 1.132
H -0.875 -2.762 3.348
*
```

***

A molecular structure, C34H42IN5O3S2Ti. Source: the Open Molecules 2025 dataset; level of theory: the ωB97M-V functional and the def2-TZVPD basis.

Its HOMO-LUMO gap is 6.95 eV. The highest occupied orbital energy comes out at -0.4678 hartree. For the relative energy (zero: lowest compared OMol25 entry of this formula, charge and spin), the calculation gives 0.0 kJ/mol. The value obtained for the total energy is -102409.1625 eV.

The geometry in ORCA input format:
```
! wB97M-V def2-TZVPD RIJCOSX def2/J DEFGRID3
* xyz 2 1
I 2.500 0.864 -3.873
Ti 0.228 0.023 -0.900
S -0.806 1.832 0.667
S -0.247 3.083 -2.298
O 1.468 -0.714 0.541
O -1.066 -1.007 0.509
O -0.132 1.559 -2.291
N 0.169 -2.261 -1.449
N -0.611 -1.124 3.076
N -1.648 -0.362 -2.056
N 1.569 1.785 -0.253
N 3.054 0.342 3.116
C 3.806 -3.038 2.117
C 0.763 2.554 0.490
C 2.828 2.177 -0.482
C 0.811 -3.174 -0.838
C -6.550 -0.267 1.689
C 3.333 3.355 0.030
C 0.327 -1.029 4.187
C 3.094 -1.836 1.870
C 2.457 -4.200 0.590
C -2.307 -0.804 0.777
C -0.861 4.841 -4.105
C -2.846 -0.436 -1.619
C -2.798 -0.902 2.114
C -0.687 -2.778 -2.541
C 1.773 -3.044 0.244
C -4.594 -0.341 0.096
C -2.022 3.473 -2.374
C -1.901 -1.046 3.199
C -2.232 4.485 -3.515
C -1.466 -0.564 -3.502
C -0.001 3.589 -4.006
C 3.492 -4.236 1.528
C -4.169 -0.727 2.389
C 1.954 -0.326 -2.190
C 1.195 3.764 1.036
C 2.495 4.161 0.798
C -5.087 -0.450 1.402
C 2.061 -1.808 0.878
C -0.689 -1.865 -3.753
C -3.253 -0.480 -0.228
C 3.586 -0.753 2.659
C 0.872 0.393 4.295
C 4.231 -5.507 1.827
C 1.678 0.846 3.082
H 1.059 3.748 -4.180
H -0.287 -1.090 2.098
H 1.465 0.489 5.207
H -0.397 5.655 -3.543
H -2.301 -1.049 4.210
H -6.768 -0.435 2.742
H 2.859 5.098 1.201
H -2.745 5.374 -3.155
H -0.333 -3.769 -2.829
H -3.656 -0.519 -2.349
H -5.295 -0.138 -0.708
H 0.512 4.365 1.620
H 4.978 -5.355 2.603
H 1.928 -1.328 -2.603
H -1.150 -2.402 -4.583
H -4.504 -0.808 3.418
H 2.811 -0.293 -1.519
H -2.863 4.037 -4.281
H 4.741 -5.879 0.938
H 3.549 -6.288 2.166
H -6.878 0.741 1.437
H 4.624 -3.008 2.829
H 4.608 -0.887 3.003
H 0.334 -1.649 -4.058
H 3.682 0.903 3.679
H 1.761 1.931 3.071
H -2.500 2.510 -2.558
H -0.929 5.174 -5.139
H -1.699 -2.897 -2.146
H 0.029 1.078 4.400
H 2.191 -5.117 0.074
H -0.199 -1.302 5.102
H 3.440 1.535 -1.098
H -2.325 3.821 -1.391
H 4.352 3.643 -0.184
H -7.154 -0.966 1.109
H 1.117 -1.765 4.032
H -0.922 0.285 -3.905
H -2.450 -0.604 -3.975
H 0.677 -4.207 -1.167
H 1.226 0.543 2.143
H -0.361 2.780 -4.644
*
```